Formula: C20H44N2O12
Source: the OMol25 dataset
Level of theory: wB97M-V/def2-TZVPD

For the calculated total energy, the calculation gives -1800.50711 Ha. The calculation puts the highest occupied orbital energy (alpha / beta) at 4.173 / 0.892 eV. The value obtained for the molar mass is 504.57 g/mol. Its expectation value of S² is 0.75. Its total charge is -3. As for the frontier orbital gap (alpha / beta): 0.063 / 0.184 Eh. The spin multiplicity is 2.

Each line ends with the Löwdin charge.
Cartesian coordinates (Å):
O -0.3208 0.6670 1.2583  0.228
H -0.9593 1.2901 1.6129  0.042
H -0.0128 0.9116 0.3826  0.082
H 0.4104 0.7010 1.8795  0.075
C 1.8073 0.0177 -1.5766  -0.044
C 3.1405 -0.4316 -1.9445  -0.371
C 4.0962 0.6834 -2.5952  -0.404
O 5.1848 0.3379 -2.9824  -0.029
C 3.5284 1.9964 -2.8512  -0.055
C 2.2499 2.3207 -2.5212  -0.402
C 1.3298 1.2777 -1.8569  -0.352
O 0.1393 1.4726 -1.4257  -0.100
O 1.9193 3.5203 -2.8550  -0.120
O 3.5145 -1.6008 -1.8663  -0.027
H 1.1950 -0.7113 -1.0666  0.088
H 4.2439 2.6530 -3.3238  0.085
C -1.2905 3.8052 4.1389  -0.131
C -1.8900 2.5141 3.5703  -0.439
O -1.9886 2.5850 2.1272  -0.374
H -1.1579 3.5940 5.2000  0.038
H -1.9617 4.6568 4.2500  0.049
H -0.3233 3.9944 3.6734  0.054
H -2.8197 2.3004 4.0976  0.066
H -1.2586 1.6705 3.8493  0.072
O -1.7498 3.5933 -0.5500  -0.094
H -0.9944 3.1958 -0.9831  -0.014
H -1.8626 3.0830 0.2519  -0.042
O -0.6289 -2.5469 0.1208  -0.074
H -1.2442 -1.8349 -0.0544  -0.033
H -0.5925 -2.6031 1.0757  -0.015
C -1.2923 -2.5367 3.7983  -0.420
O -0.4192 -2.1440 2.7796  -0.262
C 0.8944 -2.2912 3.3324  -0.313
C 1.9518 -1.5684 2.4039  -0.159
N 1.9581 -0.0585 2.5766  -0.048
C 3.1022 0.4062 1.7495  -0.194
C 3.0708 1.9428 1.4687  -0.207
O 1.7505 2.3583 1.2058  -0.203
C 1.5153 3.7656 1.0819  -0.064
H -1.1690 -1.9762 4.7249  0.008
H -1.2162 -3.6089 3.9793  0.010
H -2.2930 -2.2897 3.4437  0.054
H 1.1982 -3.3116 3.5659  0.061
H 1.0289 -1.8553 4.3224  0.045
H 1.8334 -1.8665 1.3621  0.110
H 2.9718 -1.9058 2.5880  0.093
H 2.3100 0.0252 3.5197  0.085
H 3.0415 -0.1618 0.8212  0.092
H 4.1053 0.2176 2.1321  0.107
H 3.7573 2.1997 0.6619  0.119
H 3.6016 2.3130 2.3458  0.097
H 2.0647 4.3500 1.8200  0.076
H 0.4511 3.9521 1.2255  0.073
H 1.7088 4.0545 0.0488  0.087
C -0.8864 -4.8325 -4.5143  -0.097
O -1.3853 -3.5526 -4.9557  -0.205
C -0.5831 -2.4713 -4.5725  -0.238
C -1.3901 -1.1417 -4.7940  -0.156
N -2.4674 -0.7809 -3.8123  -0.056
C -2.1406 -1.0787 -2.4108  -0.217
C -3.1197 -0.5680 -1.3826  -0.178
O -2.5454 -0.8206 -0.0864  -0.218
C -3.3912 -0.3726 0.9223  -0.117
H -1.5575 -5.6101 -4.8792  0.071
H -0.9274 -4.7652 -3.4272  0.089
H 0.1116 -5.1089 -4.8544  0.078
H 0.3379 -2.3869 -5.1494  0.114
H -0.1715 -2.5745 -3.5685  0.117
H -1.9101 -1.0723 -5.7495  0.101
H -0.5925 -0.3989 -4.7909  0.110
H -3.3832 -1.1661 -3.9940  0.087
H -1.1053 -0.8408 -2.1665  0.112
H -2.1389 -2.1653 -2.3249  0.109
H -4.0172 -1.1590 -1.5653  0.115
H -3.3752 0.4828 -1.5190  0.130
H -4.2327 -1.0463 1.0834  0.074
H -3.9415 0.5366 0.6801  0.088
H -2.8174 -0.2294 1.8379  0.085

Force components x, y, z for each atom (eV/Å):
O -0.184 -2.241 0.092
H -2.650 2.752 0.592
H 0.349 0.742 -2.114
H 1.848 -0.466 0.804
C 2.711 -0.938 -0.706
C -0.977 0.962 -0.389
C -2.754 0.637 0.019
O 2.330 -0.698 -0.385
C 2.301 -3.428 0.892
C -0.786 3.245 -1.287
C -1.107 -0.656 1.473
O 0.043 1.650 -0.246
O -1.423 -1.369 1.144
O 0.413 0.049 0.231
H -0.346 -0.062 0.008
H -0.362 0.482 -0.092
C -0.172 -0.955 1.178
C 0.192 0.857 -2.864
O 0.339 -1.114 1.901
H 0.700 -0.167 0.487
H -0.081 0.198 -1.101
H -0.203 0.404 -0.021
H -0.709 0.071 -0.073
H 0.521 -0.205 0.314
O -0.430 0.646 -0.411
H 0.535 -0.493 -0.478
H -0.161 -0.073 0.913
O 0.752 -1.023 -0.762
H -0.211 0.271 0.138
H 0.054 0.131 0.431
C -1.356 -0.120 -0.192
O 1.655 0.227 1.304
C 1.976 1.468 -1.233
C -0.866 -0.385 0.610
N 1.232 -1.393 -0.381
C -0.792 0.934 -1.574
C 0.098 -1.318 -0.040
O 0.515 0.303 0.973
C -0.316 -0.523 -0.563
H 0.351 0.015 0.177
H -0.035 -0.191 0.239
H -0.235 -0.264 0.018
H -0.303 -0.542 -0.750
H -0.732 0.597 0.215
H -0.610 0.434 -0.153
H 0.116 -0.361 0.567
H -0.531 0.397 0.590
H -0.061 0.285 -0.220
H 0.029 -0.357 0.523
H -0.083 -0.215 -0.539
H -0.747 1.136 0.672
H 0.317 -0.008 0.014
H -0.096 -0.322 0.184
H 0.437 0.271 -0.031
C -0.804 1.056 0.296
O 0.210 -1.562 -0.507
C -0.546 1.272 -0.338
C -0.431 -0.451 1.368
N 1.037 0.586 0.411
C 0.804 -1.025 -0.597
C 0.743 -0.155 -0.250
O -1.137 0.863 -1.633
C -0.862 0.188 0.786
H -0.221 0.159 0.052
H 0.306 -0.570 0.183
H 0.271 0.464 -0.095
H 0.062 -0.146 -0.668
H -0.518 0.093 0.502
H 0.429 -0.475 -0.302
H -0.298 0.501 0.263
H 0.260 -0.343 -0.578
H -0.053 0.817 -0.113
H -0.047 -0.447 0.422
H -0.591 -0.102 0.550
H 0.265 0.205 0.164
H 0.077 -0.809 0.251
H 0.683 0.615 -0.173
H -0.134 -0.011 -0.095

=====

Formula: C20H44NOP3ReS
Source: the OMol25 dataset
Level of theory: wB97M-V/def2-TZVPD

For the calculated total energy, the calculation gives -2417.29075 Ha. The calculation puts the highest occupied orbital energy (alpha / beta) at -20.552 / -20.645 eV. The value obtained for the molar mass is 625.77 g/mol. Its expectation value of S² is 3.80. Its total charge is +4. As for the frontier orbital gap (alpha / beta): 0.268 / 0.176 Eh. The spin multiplicity is 4.

Each line ends with the Löwdin charge.
Cartesian coordinates (Å):
Re -0.1312 -0.2184 0.2148  0.566
P 0.2396 1.2316 2.2523  0.755
P 0.9226 -1.9797 1.0737  0.679
P -2.2545 -0.6490 0.6905  0.587
H 0.7128 2.2271 -2.3685  0.075
C -0.3078 2.3368 -2.0163  -0.027
C -0.6477 2.8910 -0.8249  -0.016
H 0.1540 3.3073 -0.2090  0.063
C 1.6712 2.3766 2.3171  -0.205
C 0.3588 0.3831 3.8753  -0.199
C -1.0851 2.4687 2.4718  -0.210
C 1.4911 -3.1118 -0.2543  -0.217
C 2.4910 -1.6390 1.9945  -0.198
C 0.0128 -2.9964 2.3008  -0.195
C -3.4590 0.5418 0.0630  -0.195
C -2.6830 -0.7673 2.4610  -0.222
C -2.7683 -2.3620 0.3019  -0.239
H -1.0663 1.9566 -2.6542  -0.003
H -1.6769 2.8789 -0.4830  0.058
H 1.7049 2.9855 1.4114  0.041
H 2.6197 1.8328 2.3560  0.057
H 1.5280 3.0343 3.1885  0.088
H 1.1661 -0.3581 3.8962  0.042
H -0.5587 -0.1672 4.1091  0.044
H 0.5432 1.1711 4.6224  0.089
H -1.2589 2.9848 1.5278  0.019
H -0.6966 3.1762 3.2188  0.085
H -2.0483 2.0461 2.7717  0.047
H 1.9008 -4.0140 0.2234  0.090
H 2.2619 -2.5953 -0.8507  0.065
H 0.6613 -3.3837 -0.9293  0.022
H 2.5280 -2.1923 2.9443  0.086
H 2.6518 -0.5711 2.1880  0.019
H 3.3197 -1.9479 1.3534  0.052
H 0.6823 -3.8123 2.6010  0.087
H -0.9054 -3.3996 1.8627  0.044
H -0.2487 -2.3959 3.1816  0.043
H -4.3268 0.0084 -0.3309  0.076
H -3.0295 1.1101 -0.7733  0.025
H -3.7593 1.2295 0.8701  0.079
H -3.7021 -1.1526 2.4911  0.083
H -2.6681 0.1965 2.9660  0.034
H -2.0641 -1.4799 3.0070  0.037
H -3.4178 -2.3146 -0.5659  0.056
H -3.2814 -2.8588 1.1418  0.085
H -1.9214 -2.9704 -0.0060  0.013
C -1.9160 -0.7426 -3.4589  -0.207
C -2.2652 -1.9356 -4.1173  0.024
C -3.0391 -1.9011 -5.3112  0.091
C -3.4759 -0.6936 -5.8529  0.044
C -3.0568 0.4868 -5.2356  0.089
C -2.3061 0.4622 -4.0474  0.013
S -0.6122 -1.2048 -1.7868  0.669
H 0.4867 0.2121 -1.4066  0.039
H -1.9326 -2.8724 -3.7190  0.128
H -3.2577 -2.8226 -5.8438  0.160
H -4.0808 -0.6735 -6.7474  0.152
H -3.3108 1.4461 -5.7021  0.167
H -2.0473 1.4104 -3.5784  0.093
C 4.7603 0.0954 0.0363  0.006
N 4.0893 1.3323 -0.3690  -0.132
C 4.8946 2.5286 -0.3364  0.010
C 2.7739 1.3562 -0.5450  -0.255
O 2.0524 0.3465 -0.2595  -0.264
H 5.8360 0.2116 -0.1960  0.122
H 4.3146 -0.7977 -0.4569  0.104
H 4.7099 -0.0882 1.1306  0.105
H 4.5790 3.1956 -1.1289  0.113
H 4.8098 3.0697 0.6012  0.111
H 5.9340 2.2360 -0.4198  0.110
H 2.4051 2.3048 -0.9320  0.143

Force components x, y, z for each atom (eV/Å):
Re 3.334 5.452 -2.203
P -0.220 0.429 1.288
P 1.591 -3.201 1.987
P -3.122 -1.695 2.539
H -0.051 0.406 -0.082
C 0.017 0.268 1.714
C 1.033 -1.073 -0.940
H -0.518 0.079 -0.023
C 0.178 -0.401 -0.649
C -0.103 -0.199 -0.179
C -0.175 -0.149 -0.156
C -0.319 0.129 -0.223
C 0.112 0.520 -0.198
C -0.059 0.152 -0.406
C -0.010 0.245 -0.514
C -0.022 0.468 0.255
C -0.086 -0.205 -0.572
H -0.019 0.056 -0.045
H 0.104 0.496 -0.119
H -0.096 0.135 0.138
H -0.111 0.098 0.285
H 0.190 -0.335 -0.238
H -0.009 0.411 0.012
H 0.073 0.376 0.039
H -0.093 -0.370 -0.108
H 0.137 0.157 0.297
H -0.450 -0.143 -0.146
H 0.328 0.132 0.209
H -0.035 0.246 -0.177
H -0.225 -0.242 0.274
H 0.392 -0.082 0.408
H -0.146 0.086 -0.370
H -0.166 -0.318 0.011
H -0.119 -0.134 0.147
H -0.216 0.095 -0.019
H 0.247 -0.087 0.191
H 0.251 -0.195 -0.207
H -0.123 0.106 0.228
H -0.156 -0.042 0.233
H 0.039 -0.248 -0.367
H -0.124 0.116 0.047
H -0.024 -0.123 0.065
H -0.036 0.091 -0.202
H -0.369 -0.172 -0.108
H 0.096 0.364 -0.417
H 0.048 -0.024 0.106
C 0.664 -0.271 0.435
C 0.871 0.880 1.322
C -0.798 0.697 -1.333
C 0.411 -0.259 0.553
C -1.261 -0.390 -1.859
C 1.472 -0.387 2.617
S -1.236 0.178 -3.672
H -0.954 -0.653 0.151
H 0.050 -0.535 0.053
H 0.010 -0.071 0.221
H 0.021 0.016 -0.097
H 0.137 -0.254 0.298
H -0.451 -0.442 -0.577
C 0.438 -0.828 0.454
N -1.711 -1.122 0.408
C 0.264 0.851 -0.202
C 1.992 -0.118 0.483
O -0.335 -0.132 -0.178
H -0.711 -0.323 -0.111
H 0.434 0.817 0.098
H -0.077 0.401 -0.541
H 0.263 0.160 -0.258
H -0.200 -0.112 0.291
H 0.073 0.200 -0.412
H -0.337 0.020 0.047